Run 1
Entry from the Open Molecules 2025 dataset: 5 unconnected molecules or ions with the total composition CH12NO4 (ωB97M-V/def2-TZVPD).

Its LUMO energy is -4.44 eV. The orbital gap is 9.481 eV. Its total charge is +1.

The geometry in XYZ format:
```
18
Properties=species:S:1:pos:R:3:mulliken_charge:R:1
C -0.62245 -2.19526 -0.47707 -0.1048
N -0.99577 -1.12706 -1.04506 -0.0345
H -0.73777 -3.22023 -0.82133 0.3093
H -0.22608 -2.25808 0.55136 0.2834
H -0.86480 -0.19890 -0.64023 0.2612
H -1.56999 -1.25311 -1.87789 0.2894
H -2.34454 0.36892 -4.27473 0.3224
H -0.92752 0.05898 -4.50338 0.3129
O -1.60033 -0.03040 -3.82662 -0.6237
H 2.04021 -1.91110 2.14756 0.3132
H 2.12184 -2.68471 0.82918 0.3286
O 1.47984 -2.31683 1.45633 -0.6392
H 1.29241 0.66412 0.72752 0.3115
H 0.08928 1.55260 1.07100 0.3257
O 0.45735 0.97165 0.42133 -0.6619
H 1.07036 4.24648 4.05638 0.3204
H 0.35875 5.03464 3.10061 0.3222
O 0.97921 4.29827 3.10505 -0.6360
```

***

Run 2
Entry from the Open Molecules 2025 dataset: 5 unconnected molecules or ions with the total composition CH12NO4 (ωB97M-V/def2-TZVPD).

Its LUMO energy is -4.89 eV. The orbital gap is 9.951 eV. Its total charge is +1.

The geometry in XYZ format:
```
18
Properties=species:S:1:pos:R:3:mulliken_charge:R:1
C 1.56582 -2.23526 0.81568 -0.0918
N 0.83723 -2.26083 -0.23430 -0.1720
H 2.13542 -3.16441 0.95312 0.2927
H 1.87000 -1.37092 1.45187 0.2606
H 0.13588 -1.45474 -0.39276 0.3730
H 1.26169 -2.62478 -1.08096 0.3252
H -4.23065 1.42124 0.54292 0.2813
H -3.00924 2.10138 0.10382 0.2873
O -3.42028 1.29548 0.17288 -0.5707
H -1.52591 -0.08037 -0.10810 0.3029
H -0.49098 0.59123 -1.06046 0.3306
O -0.70692 -0.24648 -0.57249 -0.6172
H 1.08725 1.78470 1.90764 0.3168
H 1.22306 0.86000 3.12296 0.3281
O 1.12701 0.80442 2.11341 -0.6294
H 0.67715 1.49418 -3.07561 0.3269
H 1.52980 2.37601 -2.03864 0.3233
O 1.01031 1.55956 -2.16127 -0.6671
```

***

Stability order, top to bottom: run 1, run 2